# C41H49HfN6S

A molecular structure, C41H49HfN6S (ωB97M-V/def2-TZVPD, the Open Molecules 2025 dataset).

Largest force on an atom ... 0.54 eV/Å
HOMO energy ... -9.51 eV
Net charge ... +1
Lowest unoccupied orbital energy ... -3.95 eV
Gap between HOMO and LUMO ... 5.56 eV
Total energy ... -64395.084 eV

Geometry as XYZ:
```
98
Properties=species:S:1:pos:R:3:forces:R:3
Hf 0.884209 -0.153779 -0.396872 0.05 0.14 -0.52
C 5.525059 -1.018812 4.003039 0.00 -0.03 0.04
C 5.678784 -0.088857 2.797448 0.03 0.05 -0.04
C 4.362996 0.388377 2.276153 0.06 -0.01 -0.01
C 3.702836 1.528502 2.568700 -0.06 -0.02 0.02
C 4.091806 2.624154 3.506187 0.07 0.01 -0.03
C 3.339429 2.539228 4.835633 -0.02 0.02 0.05
C 2.439754 1.501756 1.825778 -0.14 0.39 0.22
C 1.526604 2.545289 1.801947 -0.05 -0.08 -0.13
C 0.423157 2.584767 0.924628 0.13 0.10 0.13
C -0.085479 3.784437 0.268010 -0.02 -0.22 -0.12
C 0.309961 5.165872 0.673651 0.00 0.06 -0.02
C -0.425375 5.629264 1.932218 -0.02 0.00 0.01
C -0.757229 3.380841 -0.832386 0.02 0.05 0.14
C -0.772655 1.869045 -0.885312 -0.05 -0.05 0.24
C -2.155324 1.161323 -1.011693 0.01 0.04 -0.03
C -2.133058 -0.356602 -1.049861 -0.12 0.28 0.01
N -1.029430 -1.053190 -0.752494 0.46 -0.05 0.13
C -1.313411 -2.404927 -0.961554 -0.04 0.00 0.03
C -0.365332 -3.409515 -0.890492 -0.07 -0.12 -0.03
C 0.979366 -3.341727 -0.546526 0.09 0.01 0.00
N 1.631631 -2.175516 -0.137154 -0.32 0.14 0.02
C 2.865595 -2.550815 0.286888 0.10 -0.02 0.03
C 3.765922 -1.663673 0.964033 0.04 0.16 0.07
C 3.512997 -0.398837 1.382321 0.00 -0.13 -0.05
N 2.357157 0.344968 1.107756 -0.23 -0.36 -0.20
C 3.064875 -3.936280 0.089654 -0.11 0.08 -0.05
C 1.875508 -4.435256 -0.421440 -0.01 0.06 0.05
C 1.599827 -5.854426 -0.798638 -0.04 -0.01 0.04
C 1.912511 -6.119707 -2.272861 0.00 -0.02 -0.03
C 4.292122 -4.711495 0.451815 0.06 0.02 -0.06
C 4.318619 -5.114596 1.925983 0.02 -0.03 0.05
C -2.674031 -2.513320 -1.348942 0.09 0.07 -0.04
C -3.194154 -1.225519 -1.397079 0.05 0.07 0.10
C -4.619167 -0.859661 -1.684061 -0.02 -0.02 -0.06
C -5.337556 -0.280082 -0.466528 -0.05 0.01 0.05
C -3.410918 -3.784013 -1.614334 -0.01 -0.04 -0.07
C -4.163084 -4.271349 -0.373782 -0.02 -0.01 0.02
N -0.131540 1.493416 0.395532 0.13 -0.35 -0.15
C -1.255672 4.271461 -1.928458 0.06 0.02 -0.05
C -2.368193 5.223813 -1.486603 -0.04 0.04 0.01
H 6.498692 -1.362380 4.350648 0.00 0.00 0.00
H 4.924607 -1.895042 3.755128 -0.01 0.00 -0.01
H 5.031865 -0.505086 4.828650 0.00 0.01 0.00
H 6.219479 -0.599943 1.997208 0.00 -0.01 0.02
H 6.290328 0.771722 3.072366 -0.01 0.00 0.02
H 3.907785 3.594078 3.036515 -0.01 -0.01 -0.01
H 5.167024 2.578370 3.686057 -0.01 -0.01 0.01
H 2.260401 2.580756 4.682832 -0.01 0.00 0.00
H 3.619864 3.361059 5.493641 0.01 0.00 0.00
H 3.564086 1.603132 5.347310 0.00 -0.01 0.00
H 1.785126 3.450903 2.329788 0.02 0.00 0.01
H 0.127772 5.857233 -0.149424 -0.03 0.00 0.00
H 1.389928 5.183581 0.844912 0.00 -0.01 0.02
H -1.500791 5.670816 1.756179 -0.01 0.00 0.00
H -0.091255 6.618466 2.242279 0.01 0.01 -0.02
H -0.256604 4.940804 2.762204 0.01 0.00 0.01
H -2.696483 1.469289 -0.109361 -0.02 0.02 -0.04
H -0.727010 -4.403035 -1.130567 0.01 0.00 0.00
H 4.712882 -2.096587 1.256869 0.02 0.03 0.02
H 0.557751 -6.104922 -0.588628 0.00 0.01 -0.01
H 2.198356 -6.513704 -0.167697 0.01 -0.01 -0.01
H 1.303285 -5.486790 -2.919340 -0.01 0.00 0.00
H 1.717085 -7.160033 -2.530857 0.00 0.00 0.00
H 2.958691 -5.904999 -2.492947 0.01 0.00 0.00
H 5.182075 -4.125496 0.206671 0.00 0.00 0.03
H 4.350201 -5.602865 -0.175819 -0.01 -0.01 0.02
H 4.279975 -4.238118 2.575181 0.00 0.01 0.00
H 5.224714 -5.671730 2.163321 0.00 0.00 0.00
H 3.460109 -5.739758 2.174399 -0.01 -0.01 -0.01
H -5.144037 -1.753377 -2.026776 0.00 0.00 0.04
H -4.678661 -0.152972 -2.514551 0.02 0.01 -0.02
H -5.296967 -0.969982 0.377458 0.00 -0.02 0.00
H -6.385840 -0.084586 -0.693823 -0.01 0.01 0.00
H -4.889483 0.663546 -0.153604 -0.01 0.00 0.00
H -2.719174 -4.555477 -1.958368 0.01 0.00 0.03
H -4.113437 -3.629737 -2.435899 0.00 0.00 0.02
H -3.475504 -4.438637 0.456035 0.01 0.00 0.00
H -4.689275 -5.203760 -0.575704 0.00 0.00 -0.02
H -4.896569 -3.531449 -0.051751 -0.01 0.01 0.01
H -1.582407 3.670731 -2.775796 -0.01 0.00 -0.02
H -0.402215 4.851173 -2.294880 -0.03 0.01 0.01
H -3.209943 4.673791 -1.068274 -0.01 -0.01 -0.01
H -2.719122 5.805039 -2.340103 -0.02 0.00 0.00
H -2.021424 5.927898 -0.731121 0.03 -0.01 0.01
C -5.864499 3.789399 -2.650849 -0.02 0.05 -0.01
C -4.709274 2.894960 -2.961986 0.05 -0.05 -0.02
C -4.365668 2.540091 -4.261029 0.00 -0.01 0.04
C -3.261982 1.721077 -4.427105 -0.06 0.02 0.00
N -2.550138 1.272348 -3.398477 0.03 -0.01 0.01
C -2.949866 1.673340 -2.196906 -0.01 -0.06 -0.02
S 0.507514 1.426170 -2.241728 0.02 -0.23 0.16
N -3.986641 2.452666 -1.925868 -0.01 0.06 0.00
H -6.576488 3.828704 -3.472729 0.00 0.00 0.00
H -5.497156 4.802388 -2.470344 -0.01 0.00 0.01
H -6.364502 3.455147 -1.743985 0.00 -0.01 0.00
H -4.945943 2.881456 -5.106351 0.01 0.01 -0.01
H -2.940355 1.405772 -5.413307 0.00 0.00 0.00
```
Forces are in eV/Å.